# 1
This record from the OMol25 dataset describes a structure of composition C8H20F2LiNO8S2. The level of theory is ωB97M-V/def2-TZVPD.

Last column: Löwdin spin population.
Atoms and positions in Å:
Li (0.793, -0.721, -0.096)  -0.001
N (1.487, -2.464, -0.310)  0.314
S (2.796, -3.159, -0.163)  -0.035
O (3.271, -4.178, -1.095)  0.283
O (3.379, -3.109, 1.144)  0.376
F (3.613, -1.886, -0.869)  -0.010
S (0.601, -3.834, 0.027)  -0.006
O (0.891, -4.435, 1.320)  0.033
O (0.254, -4.637, -1.089)  0.041
F (-0.760, -3.110, 0.401)  -0.003
C (1.240, 2.554, 0.128)  0.000
O (1.559, 1.256, -0.332)  0.000
C (1.646, 1.124, -1.820)  0.000
C (0.246, 0.770, -2.424)  0.000
O (-0.281, -0.291, -1.741)  0.003
C (-1.596, -0.719, -2.076)  0.000
H (0.366, 2.940, -0.397)  0.000
H (2.138, 3.149, -0.036)  0.000
H (0.995, 2.619, 1.188)  0.000
H (2.423, 0.381, -2.002)  0.000
H (2.052, 2.051, -2.224)  0.000
H (0.435, 0.485, -3.459)  0.000
H (-0.431, 1.616, -2.303)  0.000
H (-1.773, -1.750, -1.767)  0.000
H (-1.622, -0.708, -3.165)  0.000
H (-2.368, -0.175, -1.532)  0.000
C (-2.323, 2.850, 0.170)  0.000
O (-1.747, 1.593, 0.473)  0.000
C (-2.265, 0.999, 1.605)  0.000
C (-1.537, -0.372, 1.704)  0.000
O (-0.123, -0.248, 1.531)  0.003
C (0.589, 0.199, 2.702)  0.000
H (-2.158, 3.602, 0.942)  0.000
H (-3.406, 2.785, 0.065)  0.000
H (-1.928, 3.121, -0.809)  0.000
H (-3.342, 0.838, 1.556)  0.000
H (-1.946, 1.703, 2.374)  0.000
H (-1.975, -0.973, 0.907)  0.000
H (-1.736, -0.953, 2.605)  0.000
H (0.414, 1.271, 2.795)  0.000
H (1.628, 0.088, 2.394)  0.000
H (0.501, -0.277, 3.679)  0.000

Properties
HOMO energy (spin up / spin down) = -13.2 / -13.1 eV
Kohn-Sham gap (spin up / spin down) = 8.3 / 3.5 eV
E_LUMO (spin up / spin down) = -4.867 / -9.672 eV
Energy = -53788.3130 eV
Net charge = +1
Spin multiplicity = 2

# 2
This record from the OMol25 dataset describes a structure of composition C8H20F6Li3N3O16S6. The level of theory is ωB97M-V/def2-TZVPD.

Last column: Mulliken charge in e.
Atoms and positions in Å:
Li (-1.277, 0.412, 0.119)  1.030
Li (-3.920, 0.808, 2.004)  0.910
Li (-1.091, 1.479, -2.107)  1.248
N (-2.388, -0.294, 1.791)  -0.052
S (-2.624, -1.908, 1.318)  0.855
O (-3.666, -2.718, 1.922)  -0.580
O (-1.435, -2.539, 0.693)  -0.405
F (-3.397, -1.502, -0.012)  -0.241
S (-1.828, -0.771, 3.084)  0.933
O (-0.678, -1.634, 3.210)  -0.487
O (-2.890, -0.750, 4.079)  -0.652
F (-1.157, 0.627, 3.410)  -0.296
N (-2.126, 2.066, -0.556)  -0.030
S (-3.840, 2.166, -0.783)  0.963
O (-4.420, 3.301, -1.505)  -0.500
O (-4.627, 1.684, 0.341)  -0.684
F (-3.989, 0.919, -1.837)  -0.261
S (-2.153, 3.073, 0.608)  0.750
O (-2.474, 2.573, 1.891)  -0.525
O (-2.462, 4.441, 0.332)  -0.573
F (-0.615, 3.219, 0.781)  -0.289
N (-0.554, -0.379, -1.517)  -0.183
S (1.042, -1.040, -1.252)  1.008
O (2.188, -0.381, -1.944)  -0.573
O (1.075, -2.448, -1.011)  -0.495
F (1.125, -0.385, 0.277)  -0.276
S (-0.915, -1.459, -2.567)  0.811
O (-1.593, -2.720, -2.156)  -0.536
O (-0.238, -1.371, -3.846)  -0.615
F (-2.195, -0.645, -3.012)  -0.298
C (2.822, -2.548, 2.208)  -0.395
O (4.148, -2.973, 2.217)  -0.396
C (4.403, -4.116, 2.974)  -0.727
C (4.513, -3.832, 4.471)  -0.235
O (5.637, -2.927, 4.475)  -0.302
C (5.933, -2.431, 5.810)  -0.779
H (2.463, -2.387, 3.224)  0.223
H (2.233, -3.328, 1.726)  0.338
H (2.687, -1.632, 1.633)  0.002
H (5.348, -4.393, 2.506)  0.260
H (3.726, -4.902, 2.640)  0.448
H (4.667, -4.736, 5.060)  0.385
H (3.633, -3.276, 4.793)  0.272
H (5.570, -3.075, 6.611)  0.338
H (5.470, -1.447, 5.879)  0.264
H (7.014, -2.497, 5.929)  0.253
C (1.610, 2.543, -3.150)  -0.915
O (0.229, 2.775, -2.989)  -0.191
C (-0.411, 3.432, -4.139)  -0.507
C (-1.862, 3.628, -3.989)  -0.713
O (-2.500, 2.346, -3.818)  -0.098
C (-3.684, 2.220, -4.646)  -1.045
H (1.971, 2.252, -2.163)  0.231
H (2.116, 3.405, -3.583)  0.368
H (1.734, 1.633, -3.737)  0.358
H (-0.123, 2.976, -5.086)  0.382
H (0.032, 4.427, -4.178)  0.448
H (-2.307, 4.212, -4.794)  0.564
H (-2.072, 4.245, -3.116)  0.222
H (-4.281, 3.107, -4.431)  0.404
H (-4.178, 1.283, -4.392)  0.216
H (-3.418, 2.190, -5.703)  0.369

Properties
HOMO energy = -9.1 eV
Kohn-Sham gap = 7.6 eV
E_LUMO = -1.547 eV
Energy = -127777.5517 eV
Net charge = 0

# 3
This record from the OMol25 dataset describes a structure of composition C8H20HgN2STe. The level of theory is ωB97M-V/def2-TZVPD.

Last column: Löwdin spin population.
Atoms and positions in Å:
Hg (-3.138, -0.414, -0.012)  0.633
C (-1.691, 2.439, 1.351)  0.005
C (-2.203, 3.053, -0.021)  0.005
N (-2.169, 2.033, -1.024)  0.040
C (-0.957, 2.000, -1.773)  0.004
C (-0.801, 0.530, -2.229)  0.007
S (-0.639, -0.784, -0.840)  0.185
C (0.349, 0.161, 0.355)  0.014
C (-0.302, 0.303, 1.707)  0.007
N (-1.644, 0.985, 1.668)  0.068
H (-2.383, 2.862, 2.010)  0.001
H (-0.744, 2.897, 1.632)  0.002
H (-1.622, 3.908, -0.327)  0.001
H (-3.151, 3.478, 0.047)  0.001
H (-2.918, 2.028, -1.642)  0.007
H (-0.102, 2.448, -1.244)  0.000
H (-0.993, 2.670, -2.616)  0.001
H (0.066, 0.443, -2.868)  0.003
H (-1.667, 0.356, -2.910)  0.002
H (0.541, 1.152, -0.009)  0.000
H (1.306, -0.324, 0.410)  0.003
H (0.437, 0.725, 2.349)  0.002
H (-0.444, -0.650, 2.206)  0.001
H (-2.081, 0.842, 2.575)  0.002
C (2.561, -4.564, 1.345)  0.000
Te (2.613, -2.465, 0.937)  0.003
C (3.389, -2.842, -1.034)  0.000
H (3.573, -4.823, 1.629)  0.000
H (2.136, -5.027, 0.444)  0.000
H (1.902, -4.674, 2.175)  0.000
H (3.550, -3.927, -1.238)  0.000
H (4.386, -2.408, -1.170)  0.000
H (2.839, -2.411, -1.882)  0.000

Properties
HOMO energy (spin up / spin down) = -10.4 / -10.4 eV
Kohn-Sham gap (spin up / spin down) = 7.7 / 4.8 eV
E_LUMO (spin up / spin down) = -2.644 / -5.575 eV
Energy = -33894.8939 eV
Net charge = +1
Spin multiplicity = 2

# 4
This record from the OMol25 dataset describes the ion C8H20NO3P2 with charge -1. The level of theory is ωB97M-V/def2-TZVPD.

Last column: Mulliken charge in e.
Atoms and positions in Å:
C (-5.847, 0.671, -0.663)  -1.098
C (-4.630, 0.066, 0.098)  -0.261
C (-3.292, 0.606, -0.333)  -0.799
C (-2.017, -0.055, 0.366)  -0.893
C (-0.682, 0.546, 0.030)  -0.578
C (0.424, -0.415, 0.341)  -0.762
C (1.754, 0.213, -0.053)  -2.017
C (2.968, -0.543, 0.343)  0.873
N (2.974, -0.860, 1.729)  -0.825
P (3.160, -2.127, -0.618)  -0.124
P (4.685, 0.788, -0.220)  1.007
O (4.987, 1.773, 0.900)  -0.758
O (4.620, 1.161, -1.680)  -0.723
O (5.854, -0.338, -0.145)  -0.523
H (-5.870, 0.166, -1.542)  0.356
H (-5.526, 1.753, -0.909)  0.270
H (-6.806, 0.588, 0.017)  0.289
H (-4.596, 0.399, 1.236)  0.221
H (-4.564, -1.069, 0.126)  0.281
H (-3.331, 0.414, -1.365)  0.454
H (-3.333, 1.623, -0.204)  0.445
H (-2.065, 0.100, 1.385)  0.422
H (-2.174, -1.194, 0.235)  0.282
H (-0.716, 0.666, -1.138)  0.229
H (-0.412, 1.444, 0.437)  0.495
H (0.354, -0.566, 1.373)  0.340
H (0.412, -1.333, -0.114)  0.497
H (1.610, 0.427, -1.065)  0.550
H (1.950, 1.272, 0.273)  0.421
H (3.848, -1.320, 1.901)  0.295
H (2.987, 0.015, 2.284)  0.294
H (3.190, -1.521, -1.947)  0.047
H (4.524, -2.362, -0.208)  -0.011
H (5.560, -0.987, -0.868)  0.304

Properties
HOMO energy = -4.0 eV
Kohn-Sham gap = 6.8 eV
E_LUMO = 2.773 eV
SMILES string = CCCCCCC[C@@](N)(P)[P@](=O)([O-])O
Energy = -34831.9855 eV
Net charge = -1

# 5
This record from the OMol25 dataset describes a cluster of 2 separate species, C8H20NOPS in total. The level of theory is ωB97M-V/def2-TZVPD.

Last column: Mulliken charge in e.
Atoms and positions in Å:
C (-3.028, 1.515, -0.135)  -1.687
C (-1.213, 1.994, 1.502)  -1.363
C (-0.715, 1.770, -1.089)  -0.879
C (0.354, -3.055, -0.385)  -1.547
C (1.431, -0.961, -1.598)  -1.114
C (2.396, -1.919, 0.585)  -1.543
C (-1.483, 1.328, 0.169)  1.282
C (1.180, -1.755, -0.343)  1.439
N (-1.205, -0.052, 0.471)  -0.156
O (0.157, -1.508, 2.136)  -0.676
P (0.264, -0.681, 0.946)  0.445
S (2.120, 2.333, 0.253)  -0.203
H (-3.462, 0.882, -0.948)  0.388
H (-3.697, 1.406, 0.752)  0.405
H (-3.126, 2.538, -0.499)  0.421
H (-0.053, 1.816, 1.592)  0.172
H (-1.771, 1.593, 2.259)  0.490
H (-1.440, 3.073, 1.546)  0.355
H (0.309, 1.385, -1.092)  -0.416
H (-1.200, 1.321, -1.971)  0.328
H (-0.423, 2.797, -1.460)  0.260
H (0.898, -3.705, -1.015)  0.502
H (0.259, -3.427, 0.637)  0.383
H (-0.684, -2.874, -0.917)  0.289
H (1.653, 0.069, -1.327)  0.176
H (0.480, -0.931, -2.179)  0.297
H (2.337, -1.375, -2.124)  0.384
H (2.066, -2.402, 1.546)  0.430
H (3.209, -2.689, 0.226)  0.349
H (2.985, -0.973, 0.845)  0.284
H (-2.005, -0.488, 1.037)  0.377
H (3.408, 2.974, 0.581)  0.128

Properties
HOMO energy (spin up / spin down) = -9.2 / -7.6 eV
Kohn-Sham gap (spin up / spin down) = 8.1 / 5.2 eV
E_LUMO (spin up / spin down) = -1.147 / -2.319 eV
Energy = -32279.0256 eV
Energy relative to the best compared isomer or geometry (same formula, charge and spin) = 0.00 kcal/mol
Net charge = 0

# 6
This record from the OMol25 dataset describes a cluster of 5 separate species, C8H20O4 in total. The level of theory is ωB97M-V/def2-TZVPD.

Last column: Löwdin spin population.
Atoms and positions in Å:
C (-1.767, 1.963, -2.144)  0.020
C (-0.819, 2.558, -1.124)  0.038
C (0.185, 3.368, -1.416)  0.050
C (-0.666, 0.728, 0.483)  0.139
C (-1.019, 2.035, 0.244)  0.289
C (-1.650, -2.054, 2.826)  0.044
C (-1.328, -1.227, 1.649)  0.230
C (-0.721, -0.011, 1.692)  0.125
H (-2.597, 2.633, -2.289)  0.002
H (-2.156, 1.003, -1.794)  0.003
H (-1.279, 1.830, -3.111)  0.001
H (0.795, 3.892, -0.698)  0.002
H (0.357, 3.761, -2.419)  0.003
H (-0.233, 0.101, -0.302)  0.006
H (-1.516, 2.590, 1.037)  0.010
H (-2.479, -1.624, 3.395)  0.016
H (-1.965, -3.066, 2.595)  0.002
H (-0.776, -2.192, 3.456)  0.009
H (-1.704, -1.623, 0.713)  0.005
H (-0.343, 0.427, 2.611)  0.002
H (1.391, -3.057, -0.125)  0.000
H (1.756, -1.691, -0.564)  0.000
O (1.070, -2.362, -0.719)  0.003
H (3.773, -0.205, 0.251)  0.000
H (4.281, -1.498, -0.514)  0.000
O (3.633, -0.790, -0.508)  0.000
H (3.289, 2.673, 0.722)  0.000
H (3.403, 1.694, -0.485)  0.000
O (3.527, 1.775, 0.470)  0.000
H (-0.734, -3.692, -1.104)  0.000
H (-2.258, -3.716, -1.354)  0.000
O (-1.450, -4.222, -1.474)  0.000

Properties
HOMO energy (spin up / spin down) = -13.7 / -13.6 eV
Kohn-Sham gap (spin up / spin down) = 9.4 / 6.0 eV
E_LUMO (spin up / spin down) = -4.279 / -7.632 eV
Energy = -16800.3879 eV
Energy relative to the best compared isomer or geometry (same formula, charge and spin) = 0.00 kcal/mol
Net charge = +1
Spin multiplicity = 2